DFT (ωB97M-V/def2-TZVPD) results for C44H71BrN8O4PbSSi as an isolated structure.

Cartesian coordinates (Å):
Pb: 0.17 0.20 0.61
Br: 1.41 -1.70 -1.13
S: -2.06 -4.80 1.80
Si: 3.65 -3.56 -2.74
O: -2.06 -6.12 2.34
O: -0.97 -3.91 2.14
O: -1.55 -1.27 0.76
O: -1.76 0.30 2.29
N: 1.31 -1.85 4.70
N: 1.79 2.22 -1.75
N: 1.45 -0.97 2.43
N: -2.70 0.03 -2.08
N: 2.92 -2.78 3.15
N: -3.51 -4.14 2.18
N: -1.00 2.29 -1.55
N: 3.24 -0.54 4.03
C: -0.11 5.22 0.50
C: 2.94 -5.26 -2.32
C: 6.33 -3.28 -2.58
C: -2.17 -4.84 0.04
C: -1.55 -0.33 -2.92
C: 2.31 -0.87 5.13
C: 5.06 -1.39 -1.50
C: 3.23 -2.77 -4.40
C: -0.26 3.33 -1.01
C: 0.56 -1.31 3.60
C: 1.90 4.11 -0.24
C: -3.56 -1.12 -1.77
C: -4.14 3.91 -2.26
C: 1.81 -5.73 -3.24
C: -2.10 -0.80 1.83
C: -3.29 -5.53 -1.96
C: 3.89 -3.71 -5.45
C: 1.99 -3.07 4.26
C: 1.28 5.10 0.49
C: -3.77 -2.77 1.76
C: -2.36 -4.83 -2.73
C: -1.34 -4.14 -2.09
C: -2.81 3.74 -2.27
C: -1.24 -4.14 -0.70
C: -3.12 1.26 -1.94
C: -2.22 2.45 -1.95
C: 3.89 -1.78 3.60
C: -4.51 1.55 -1.70
C: 4.13 -6.24 -2.48
C: 3.18 1.91 -1.46
C: 5.22 -3.56 -0.34
C: 2.16 -2.23 2.05
C: -3.20 -5.54 -0.58
C: 1.16 3.21 -1.02
C: 1.72 -2.70 -4.65
C: -2.45 -4.86 -4.23
C: 5.09 -2.90 -1.72
C: 3.81 -1.36 -4.57
C: 1.42 1.90 -3.12
C: 2.48 0.00 2.93
C: -0.86 4.34 -0.23
C: -4.98 2.81 -1.87
C: 2.41 -5.30 -0.87
C: -3.10 -1.66 2.58
H: -4.09 -6.08 -2.44
H: 2.88 -1.28 5.96
H: -4.18 -0.91 -0.91
H: 3.88 2.60 -1.95
H: -3.48 -4.87 -4.58
H: 1.41 -2.95 1.72
H: 2.56 -3.49 5.10
H: 4.98 -3.72 -5.36
H: 1.27 -3.68 -4.82
H: 3.79 -7.23 -2.18
H: 2.83 -2.00 1.23
H: 0.04 -0.40 3.91
H: -0.99 -1.13 -2.43
H: 3.66 -3.33 -6.44
H: 3.35 -0.65 -3.87
H: -1.95 -3.99 -4.68
H: 3.20 -5.23 -0.12
H: 4.46 -2.19 4.44
H: -1.94 4.35 -0.13
H: -3.78 -4.40 3.12
H: 6.14 -3.19 0.12
H: 3.36 1.92 -0.39
H: 2.23 2.17 -3.80
H: -0.59 5.96 1.12
H: 1.25 -3.80 3.93
H: 4.58 -1.56 2.78
H: 0.91 -5.13 -3.11
H: 7.22 -2.89 -2.08
H: 4.99 -5.99 -1.85
H: 1.24 0.83 -3.22
H: -0.16 -2.05 3.25
H: 1.97 0.91 3.25
H: 3.53 -4.73 -5.40
H: -5.20 0.75 -1.50
H: -6.05 2.97 -1.79
H: 5.25 -0.82 -2.41
H: 1.56 -6.75 -2.96
H: -1.94 -0.70 -3.87
H: 6.31 -2.84 -3.58
H: 1.56 -2.12 -5.56
H: 4.89 -1.32 -4.45
H: 0.53 2.45 -3.42
H: -4.86 -2.64 1.76
H: 1.88 5.80 1.06
H: -0.47 -3.57 -0.20
H: -4.17 -1.39 -2.63
H: -1.97 -5.75 -4.63
H: -3.44 -2.70 0.72
H: -3.92 -6.08 0.02
H: -2.51 -2.10 3.39
H: 1.92 -6.27 -0.73
H: 5.86 -1.14 -0.79
H: 1.81 0.04 5.46
H: 3.38 0.91 -1.84
H: -0.63 -3.57 -2.67
H: 4.47 -6.31 -3.51
H: -2.90 -1.96 -1.52
H: -2.14 4.55 -2.53
H: 5.29 -4.64 -0.37
H: 4.12 -1.06 -1.07
H: -4.60 4.86 -2.52
H: 4.39 -3.29 0.31
H: -3.82 -0.99 3.06
H: 2.09 -5.74 -4.29
H: 3.15 0.23 2.10
H: 3.59 -1.02 -5.59
H: 1.68 -4.52 -0.67
H: -0.91 0.52 -3.07
H: 6.47 -4.35 -2.68
H: 2.98 4.06 -0.25
H: 1.19 -2.20 -3.84

Values from the calculation:
strongest force on any atom = 1.0 eV/Å
energy above the lowest of the compared OMol25 structures with the same formula, charge and spin = 11.38 kcal/mol
frontier orbital gap = 0.20827 hartree
lowest unoccupied orbital energy = -6.95 eV
net charge = +2